# BrNO3

2 unconnected molecules or ions with the total composition BrNO3 (wB97M-V/def2-TZVPD, OMol25).

Positions of all 5 atoms, in Å:
Br  -2.89931  -0.05540  -0.02570
O  1.12010  -0.23641  0.05228
O  -1.57979  -1.02022  0.23988
O  -0.49868  1.27026  -0.45206
N  0.16420  0.40936  -0.10762

total charge: 0
ΔE to the lowest compared entry with this formula, charge and spin: 16.2 kcal/mol
E_tot: -77666.840 eV
maximum force: 6.2 eV/A
expectation value of S²: 2.009
spin multiplicity: 3